C6H9NO2 | the ωB97M-V functional and the def2-TZVPD basis

Results
ΔE to the lowest compared entry with this formula, charge and spin = 83.5 kcal/mol
HOMO level = -9.79 eV
HOMO-LUMO gap = 0.396 Eh
Total energy = -439.1433 hartree
Multiplicity = 1
LUMO energy = 0.9756 eV
SMILES = CC(C)[C@H]1OC1=O.C#N

Geometry as XYZ:
```
18
Properties=species:S:1:pos:R:3:forces:R:3
C -1.27884 -0.27958 1.03824 0.633 -2.027 1.511
C 0.23191 -0.05106 0.71588 -2.783 -1.725 -3.266
C 1.03087 -1.32249 1.00334 0.489 -0.468 -1.838
C 0.24713 0.27112 -0.78402 2.086 -2.708 0.225
O 1.50578 0.87780 -1.32146 1.625 2.728 -0.021
C 1.33775 -0.33933 -1.62171 -2.323 -3.555 -0.632
O 1.77656 -1.30162 -2.21910 0.041 2.106 0.833
H -1.08268 -0.73667 2.03580 -1.318 0.663 -0.041
H -1.92954 -1.07483 0.53543 1.634 0.904 -0.112
H -1.88550 0.59699 1.05404 -0.204 0.799 0.360
H 0.58115 0.84482 1.10975 0.658 1.346 1.743
H 0.67886 -2.18571 0.29524 0.249 1.466 1.622
H 1.07862 -1.63511 2.07148 0.097 0.315 -0.906
H 2.00658 -1.06284 0.53830 0.086 -0.673 1.087
H -0.63144 0.56542 -1.27395 -0.961 0.828 -0.609
C 0.60428 0.84170 -4.65654 -2.906 -0.469 1.158
N -0.43433 0.72167 -4.21385 -1.097 -0.451 0.325
H 1.49494 1.14763 -4.93283 3.992 0.921 -1.441
```
Positions in Å, forces in eV/Å.